Record 1
Formula: C28H31ClN7O7S2Y
Source: the Open Molecules 2025 dataset
Level of theory: ωB97M-V/def2-TZVPD

The geometry in XYZ format:
```
77
Properties=species:S:1:pos:R:3:forces:R:3:mulliken_charge:R:1
Y -0.3103 0.3591 -0.9223 0.1 0.0 0.1 0.7539
O -3.9947 0.2440 -2.6491 0.0 0.0 0.1 -0.6461
Cl -2.6114 0.4033 -2.8953 -0.5 0.0 -0.6 1.9021
O -2.3137 0.5320 -4.2766 0.0 0.0 0.1 -0.6258
O -1.8711 -0.7633 -2.3509 0.2 -0.2 0.1 -0.7211
O -2.0712 1.5349 -2.1485 0.2 0.2 0.2 -0.6310
C 2.2801 6.5974 -1.3490 -0.1 0.0 0.0 -1.1000
C 0.9821 5.9162 -1.7616 0.1 0.0 0.0 -0.6281
N 0.5222 4.9724 -0.7394 0.0 -0.1 0.0 0.1848
C -0.4112 5.5009 0.2513 -0.1 0.0 0.0 -0.9791
C -1.8591 5.3311 -0.1922 0.1 0.0 0.0 -0.8936
C 0.9187 3.6988 -0.7633 -0.2 0.0 0.0 0.5811
S 0.3398 2.6146 0.4525 0.0 0.2 0.2 -0.4815
N 1.8297 3.3920 -1.7041 0.1 0.0 -0.1 -0.2862
C 1.8168 2.2820 -2.3962 0.0 0.2 0.1 0.0420
O 0.8782 1.4223 -2.3914 0.1 0.0 -0.3 -0.6422
C 2.9706 2.0487 -3.3107 0.0 -0.2 0.0 0.5044
C 4.0656 2.9068 -3.3222 0.0 0.0 0.0 -0.1181
C 5.1355 2.6574 -4.1655 0.0 0.0 0.0 -0.7083
C 5.1167 1.5533 -5.0082 0.0 0.0 0.0 -0.3447
C 4.0238 0.6978 -5.0042 0.0 0.0 0.0 -0.7249
C 2.9562 0.9437 -4.1556 0.0 0.0 0.0 -0.2867
H 2.6003 7.3028 -2.1165 0.0 0.0 0.0 0.3710
H 3.0597 5.8485 -1.2143 0.0 0.0 0.0 0.2487
H 2.1544 7.1433 -0.4126 0.0 0.0 0.0 0.3307
H 1.1156 5.3832 -2.6983 0.0 0.0 0.0 0.3991
H 0.1873 6.6505 -1.8989 0.0 0.0 0.0 0.4206
H -0.1697 6.5570 0.3836 0.0 0.0 0.0 0.4090
H -0.2452 4.9951 1.1982 0.0 0.0 0.0 0.4738
H -2.0335 5.8241 -1.1500 0.0 0.0 0.0 0.3067
H -2.5334 5.7652 0.5463 0.0 0.0 0.0 0.3962
H -2.0937 4.2721 -0.2981 0.0 0.0 0.0 0.1547
H 4.0645 3.7634 -2.6622 0.0 0.0 0.0 0.4555
H 5.9879 3.3244 -4.1688 0.0 0.0 0.0 0.4008
H 5.9520 1.3614 -5.6693 0.0 0.0 0.0 0.3838
H 4.0050 -0.1600 -5.6640 0.0 0.0 0.0 0.3979
H 2.0935 0.2918 -4.1426 0.0 0.0 0.0 0.3555
N 0.5907 -1.8675 -1.9125 -0.1 0.1 0.0 -0.1288
N 1.5840 -2.5745 -1.2201 0.1 -0.1 0.0 -0.3248
C 2.2970 -1.9620 -0.2464 0.0 0.1 0.0 0.5052
N 2.9641 -2.8014 0.5650 0.0 0.0 0.0 -0.4028
S 2.4263 -0.2987 -0.0853 -0.1 0.0 0.1 -0.4418
H -0.3023 -2.3308 -1.7652 0.0 0.0 0.0 0.2252
H 0.7917 -1.8729 -2.9075 0.0 0.0 0.0 0.2716
H 1.3753 -3.5502 -1.0636 0.0 0.0 0.0 0.3096
H 2.5972 -3.7293 0.7142 0.0 0.0 0.0 0.2575
H 3.4277 -2.3704 1.3465 0.0 0.0 0.0 0.2460
O -2.0847 0.4165 0.7267 0.2 0.0 0.0 -0.5690
C -1.7906 -0.7059 1.1754 -0.1 0.0 0.1 0.0974
N -2.3572 -1.3458 2.2209 0.0 0.0 0.0 -0.0019
C -1.8062 -2.6900 2.3494 0.0 0.0 0.1 3.8314
C -0.7608 -2.6592 1.1962 -0.1 0.1 0.0 -0.9465
O -0.0620 -3.6136 0.9004 0.0 0.0 0.0 -0.6943
N -0.7840 -1.4380 0.6089 0.0 -0.4 0.1 0.2066
C -2.8971 -3.7268 2.1165 0.0 0.0 0.0 -0.2934
C -3.6779 -4.1566 3.1861 0.0 0.0 0.0 -0.2361
C -4.7376 -5.0263 2.9770 0.0 0.0 0.0 -0.8562
C -5.0246 -5.4776 1.6960 0.0 0.0 0.0 -0.4640
C -4.2519 -5.0509 0.6274 0.0 0.0 0.0 -0.8734
C -3.1934 -4.1780 0.8359 0.0 0.0 0.0 -0.2808
C -1.0440 -2.8971 3.6531 0.0 0.0 0.0 -0.8621
C -0.5489 -4.1636 3.9532 0.0 0.0 0.0 -0.0968
C 0.1914 -4.3685 5.1062 0.0 0.0 0.0 -0.9202
C 0.4461 -3.3117 5.9711 0.0 0.0 0.0 -0.3782
C -0.0390 -2.0488 5.6713 0.0 0.0 0.0 -0.9104
C -0.7783 -1.8402 4.5134 0.0 0.0 0.0 -0.4093
H -3.2443 -1.0663 2.6047 0.0 0.0 0.0 0.2910
H -3.4479 -3.8176 4.1888 0.0 0.0 0.0 0.4411
H -5.3363 -5.3536 3.8170 0.0 0.0 0.0 0.3978
H -5.8485 -6.1597 1.5322 0.0 0.0 0.0 0.3940
H -4.4712 -5.3965 -0.3744 0.0 0.0 0.0 0.4273
H -2.5968 -3.8507 -0.0065 0.0 0.0 0.0 0.3474
H -0.7459 -4.9853 3.2768 0.0 0.0 0.0 0.5012
H 0.5694 -5.3574 5.3323 0.0 0.0 0.0 0.3996
H 1.0198 -3.4740 6.8744 0.0 0.0 0.0 0.4131
H 0.1574 -1.2174 6.3359 0.0 0.0 0.0 0.4244
H -1.1446 -0.8497 4.2785 0.0 0.0 0.0 0.4485
```
Forces are in eV/Å.

The max |F| comes out at 0.8 eV Å⁻¹. Its lowest unoccupied orbital energy is 0.4 eV. The calculation puts the HOMO-LUMO gap at 8.76 eV. For the energy above the lowest of the compared OMol25 structures with the same formula, charge and spin, the calculation gives 16.34 kJ/mol. The calculation puts the HOMO energy at -8.4016 eV.


Record 2
Formula: C40H45AsF4N5TeV
Source: the Open Molecules 2025 dataset
Level of theory: ωB97M-V/def2-TZVPD

The geometry in XYZ format:
```
97
Properties=species:S:1:pos:R:3:forces:R:3:mulliken_charge:R:1
V -1.1228 0.2237 0.4869 -0.6 0.3 -0.5 -0.0048
C -5.3570 -1.9209 -0.7348 0.0 0.2 0.1 -1.1491
C -5.7255 -0.5315 -0.2233 0.1 -0.1 0.1 -0.7567
N -4.6131 0.4226 -0.1623 -0.1 -0.1 -0.1 1.1587
C -5.0819 1.6886 0.4007 0.1 0.0 0.2 -0.5196
C -5.1654 1.6518 1.9220 -0.1 0.0 -0.1 -1.2695
C -3.9890 0.5612 -1.4677 0.3 0.0 0.2 -0.4131
C -2.8655 1.6058 -1.5408 -0.2 -0.1 0.0 -1.7386
N -2.0073 1.6134 -0.3565 -0.7 0.8 -0.8 0.6902
C -1.5846 2.8026 0.1641 0.1 1.2 0.4 0.8409
C -1.2726 2.8857 1.5362 -0.2 0.0 -0.2 -0.6114
F -1.4710 1.7630 2.2877 0.0 0.2 -0.2 -0.4530
C -0.7716 4.0192 2.1306 0.0 0.0 0.0 0.2749
F -0.5056 3.9932 3.4391 0.0 0.0 0.1 -0.3196
C -0.5577 5.1736 1.4037 0.0 -0.1 0.0 -0.7109
C -0.8609 5.1314 0.0568 0.0 0.1 0.3 0.3676
F -0.6486 6.2174 -0.6886 0.0 0.0 -0.1 -0.3366
C -1.3538 3.9951 -0.5512 0.0 -0.4 0.0 0.2053
F -1.5288 4.0138 -1.8815 0.0 0.1 -0.1 -0.3885
H -5.2225 -1.9293 -1.8170 0.1 0.0 0.0 0.2960
H -6.1643 -2.6159 -0.5037 0.0 0.0 0.0 0.4697
H -4.4469 -2.2842 -0.2581 0.0 0.0 0.1 0.0733
H -6.1251 -0.6261 0.7878 0.0 0.0 0.0 0.3324
H -6.5350 -0.1273 -0.8555 0.0 0.0 0.0 0.4833
H -6.0606 1.9607 -0.0252 0.0 0.0 0.0 0.4267
H -4.3836 2.4801 0.1301 0.0 0.0 0.0 0.1557
H -5.8900 0.9197 2.2800 0.0 0.0 0.0 0.3361
H -5.4769 2.6310 2.2882 0.0 0.0 0.1 0.4263
H -4.1937 1.4031 2.3501 0.0 0.1 0.0 0.1786
H -4.7243 0.8148 -2.2512 0.0 0.0 -0.1 0.3670
H -3.5652 -0.4150 -1.7168 -0.1 0.0 -0.1 0.0213
H -3.3082 2.5884 -1.6857 0.0 0.1 0.0 0.5114
H -2.2871 1.3831 -2.4421 0.0 0.1 0.0 0.3112
H -0.1446 6.0581 1.8642 0.0 0.0 0.0 0.5066
N 3.8069 -3.7873 8.2114 0.0 0.0 -0.1 -0.5419
C 3.3340 -3.3870 7.2428 0.2 -0.1 0.3 -0.0854
C 2.7386 -2.8683 6.0499 -0.2 0.2 -0.3 0.6016
C 2.5399 -3.6872 4.9407 0.1 -0.1 0.1 -0.8956
C 1.9260 -3.1809 3.8077 0.0 0.0 0.0 0.0170
C 1.5151 -1.8534 3.7605 -0.1 0.0 0.0 -0.7119
C 1.7324 -1.0353 4.8708 0.0 -0.1 -0.1 0.1317
C 2.3389 -1.5313 6.0089 0.0 0.0 0.0 -0.9850
C 0.7454 -1.2945 2.6116 0.4 0.4 -0.2 1.0902
C 1.3266 -0.3183 1.8472 -0.2 -0.6 0.7 -0.7018
C 2.6630 0.2204 2.0322 0.2 0.4 -0.3 -0.4966
C 2.7890 1.3148 1.2582 0.0 -0.2 0.3 -1.6729
C 1.5541 1.4789 0.4941 0.2 -0.2 -0.4 -0.8820
N 0.6765 0.4766 0.9045 1.5 0.7 0.4 1.3069
C -0.6662 -1.6066 2.6295 -0.3 -0.2 0.5 -0.0231
C -1.3782 -2.2668 3.6381 0.3 0.0 -0.3 -0.5025
C -2.7458 -2.0512 3.3952 0.0 0.1 -0.2 -1.8404
C -2.8281 -1.2784 2.2517 -0.4 -0.3 0.4 -0.9657
N -1.5819 -1.0271 1.7704 -0.4 -1.1 1.6 0.9556
H 2.8644 -4.7187 4.9764 0.0 0.0 0.0 0.4505
H 1.7636 -3.8233 2.9517 0.0 0.0 0.0 0.4624
H 1.4002 -0.0055 4.8304 0.0 0.0 0.0 0.5514
H 2.4955 -0.8956 6.8699 0.0 0.0 0.0 0.4419
H 3.4038 -0.1821 2.7049 0.0 0.0 0.0 0.6854
H 3.6206 1.9967 1.2101 0.1 0.0 0.0 0.7788
H 1.1371 2.4743 0.3800 0.0 0.0 -0.1 0.3825
H -0.9442 -2.8141 4.4585 0.0 0.0 0.0 0.6182
H -3.5716 -2.3948 3.9970 0.0 0.0 0.0 0.4543
H -3.6840 -0.8255 1.7777 -0.1 -0.2 -0.1 0.6534
C -1.8275 -3.0735 -1.1163 0.0 0.1 0.1 -1.4116
As -0.7863 -1.4199 -1.2352 0.3 -1.5 -1.6 1.7284
C -1.0264 -1.1449 -3.1607 -0.1 0.1 0.1 -1.1920
C 0.9827 -2.2450 -1.1646 0.1 0.1 0.2 -0.8588
H -1.3410 -3.8326 -1.7272 0.0 0.0 0.0 0.5132
H -2.8394 -2.9142 -1.4852 0.1 0.0 0.0 0.2723
H -1.8735 -3.4085 -0.0804 0.0 0.0 0.0 0.3488
H -0.5337 -1.9587 -3.6904 0.0 0.0 0.0 0.4768
H -0.6032 -0.1947 -3.4778 0.0 0.0 0.1 -0.0265
H -2.0899 -1.1612 -3.4023 0.0 0.0 0.1 0.5170
H 1.2712 -2.5891 -2.1561 -0.1 0.0 0.0 0.4697
H 0.9490 -3.0906 -0.4766 -0.1 0.0 0.0 0.3853
H 1.7261 -1.5370 -0.8080 0.0 0.1 0.0 -0.1514
C 6.7774 -0.1810 -5.6423 -0.1 0.0 0.0 -1.5125
C 5.5930 0.1346 -4.7694 0.0 0.0 0.0 0.5042
C 4.3553 0.4584 -5.3025 0.0 0.0 0.0 -1.0368
C 3.2691 0.7859 -4.4958 -0.1 0.0 0.0 0.6388
C 1.9476 1.1047 -5.1423 0.1 0.0 0.1 -1.6256
C 3.4307 0.7920 -3.1061 -0.3 0.0 0.2 0.0405
Te 1.6997 1.3929 -1.9537 0.3 0.1 -0.1 0.3605
C 4.6614 0.4473 -2.5474 0.0 0.0 0.1 1.2932
C 4.8642 0.4308 -1.0618 0.0 0.0 -0.1 -1.0690
C 5.7207 0.1252 -3.3863 0.0 0.0 -0.1 -0.9333
H 6.4823 -0.3135 -6.6825 0.0 0.0 0.0 0.3525
H 7.2767 -1.0900 -5.3046 0.0 0.0 0.0 0.3593
H 7.5061 0.6311 -5.5982 0.0 0.0 0.0 0.3111
H 4.2202 0.4575 -6.3792 0.0 0.0 0.0 0.2798
H 2.0215 1.0646 -6.2284 0.0 0.0 0.0 0.3922
H 1.6033 2.1008 -4.8550 0.0 0.0 0.0 0.3605
H 1.1884 0.3865 -4.8217 0.0 0.1 0.0 0.1754
H 4.0962 -0.1678 -0.5693 0.0 0.0 0.0 0.0445
H 4.7985 1.4478 -0.6701 0.0 0.0 0.1 0.2596
H 5.8413 0.0238 -0.8032 0.0 0.0 0.0 0.3500
H 6.6771 -0.1411 -2.9473 0.0 0.0 0.0 0.3450
```
Forces are in eV/Å.

The max |F| comes out at 2.2 eV Å⁻¹. Its lowest unoccupied orbital energy (spin up / spin down) is -0.5 / -0.5 eV. The calculation puts the HOMO-LUMO gap (spin up / spin down) at 5.92 / 6.11 eV. For the energy above the lowest of the compared OMol25 structures with the same formula, charge and spin, the calculation gives 0.00 kJ/mol. The calculation puts the HOMO energy (spin up / spin down) at -6.4222 / -6.5940 eV. As for the spin multiplicity: 3.


Record 3
Formula: C4H6CoO3
Source: the Open Molecules 2025 dataset
Level of theory: ωB97M-V/def2-TZVPD

The geometry in XYZ format:
```
14
Properties=species:S:1:pos:R:3:forces:R:3:mulliken_charge:R:1
O -1.4267 -1.1944 -1.0811 -0.5 -1.3 2.2 -0.5657
O 0.4280 -0.9769 0.0918 1.8 -1.3 1.2 -0.2778
O -1.1747 0.5090 0.2937 -0.6 0.4 1.3 -0.3821
C 1.4801 0.0919 -0.1279 -0.7 -0.6 0.3 -0.0196
C 2.8080 -0.5872 0.0125 0.3 0.1 0.0 -0.8021
C -0.8179 -0.7585 -0.1091 0.2 2.1 -5.3 0.8702
H 3.5870 0.1876 -0.0747 -0.3 -0.2 0.0 0.3115
H 2.9733 -1.0923 0.9893 -0.3 0.3 -0.4 0.2669
H 3.0343 -1.3485 -0.7654 -0.4 0.3 0.2 0.2508
Co 0.4764 1.6540 -0.5732 0.3 0.0 0.1 0.1815
C -2.5735 0.8069 0.3257 -0.5 0.3 0.0 -0.6472
H -3.0042 0.2818 1.1838 0.0 0.5 0.0 0.2588
H -3.1710 0.5269 -0.5475 0.7 -0.3 -0.2 0.3350
H -2.6189 1.8997 0.3821 -0.2 -0.3 0.5 0.2199
```
Forces are in eV/Å.

The max |F| comes out at 5.7 eV Å⁻¹. Its lowest unoccupied orbital energy (spin up / spin down) is -0.6 / -0.8 eV. The calculation puts the HOMO-LUMO gap (spin up / spin down) at 5.91 / 7.61 eV. For the energy above the lowest of the compared OMol25 structures with the same formula, charge and spin, the calculation gives 99.77 kJ/mol. The calculation puts the HOMO energy (spin up / spin down) at -6.5318 / -8.3921 eV. As for the spin multiplicity: 4.


Record 4
Formula: C12H24BrN2O6PS2
Source: the Open Molecules 2025 dataset
Level of theory: ωB97M-V/def2-TZVPD

The geometry in XYZ format:
```
48
Properties=species:S:1:pos:R:3:forces:R:3:mulliken_charge:R:1
C -2.7625 -0.2612 2.5273 0.1 -0.1 0.2 -1.3607
C -1.6277 -1.2267 2.2247 -0.3 0.4 -0.3 -0.6772
N -1.7629 -1.9116 0.9216 0.3 -1.1 0.9 0.5733
C -3.0828 -2.5399 0.6946 -0.5 0.5 -0.3 -0.9249
C -3.9910 -1.7043 -0.1956 0.0 0.2 0.1 -1.0589
C -0.6907 -2.6517 0.4790 -0.1 0.5 -0.4 -0.0733
S -0.6908 -3.4059 -0.9847 -0.1 -0.1 -0.2 -0.2774
S 0.6811 -2.7315 1.5920 -0.2 0.4 0.0 -0.1097
C 2.0718 -3.1615 0.5542 0.6 -0.1 0.0 -0.9201
C 3.1059 -2.0407 0.4262 0.1 -0.2 -0.2 -0.8468
C 2.8551 -0.9887 -0.6752 0.0 0.1 0.3 -1.0151
C 2.8561 0.4592 -0.1435 -0.1 -0.4 -0.2 -0.1169
O 3.9345 1.1978 -0.7751 0.3 -0.6 0.4 -0.4228
C 3.4653 1.6818 -1.9332 -0.2 0.3 -0.2 0.5508
O 4.0944 1.9760 -2.8870 0.1 0.1 0.0 -0.5188
O 2.0967 1.8029 -1.8481 0.1 -0.1 0.0 -0.4027
C 1.7116 1.3754 -0.5406 -0.5 0.2 0.0 0.5452
Br -0.0290 0.5539 -0.6310 0.0 -0.1 -0.2 -0.0538
P 1.4821 2.8850 0.5296 -0.6 -0.1 0.7 0.7694
N 0.7764 2.6075 1.8680 0.3 0.2 -0.5 -0.6930
O 0.7901 3.8941 -0.4776 -0.1 0.0 -0.2 -0.5177
O 2.9560 3.4668 0.6620 0.2 -0.1 -0.3 -0.5191
H -2.7420 0.5958 1.8594 -0.1 0.0 -0.1 0.2573
H -2.6165 0.0971 3.5452 0.0 0.1 0.0 0.4070
H -3.7409 -0.7319 2.5048 -0.1 0.0 -0.1 0.3744
H -0.7178 -0.6341 2.1745 0.2 -0.1 0.2 0.4686
H -1.5552 -1.9501 3.0404 0.1 -0.1 0.0 0.3935
H -3.5638 -2.6870 1.6628 0.1 0.0 0.1 0.3617
H -2.9477 -3.5198 0.2538 0.2 0.0 -0.1 0.6355
H -4.8511 -2.2858 -0.5223 0.0 -0.1 -0.1 0.4057
H -4.3796 -0.8373 0.3361 0.0 0.1 0.0 0.2740
H -3.4428 -1.3412 -1.0616 0.0 -0.1 -0.1 0.2417
H 2.5520 -4.0165 1.0277 -0.1 -0.1 0.1 0.4407
H 1.7266 -3.4984 -0.4182 -0.2 0.0 -0.1 0.4685
H 4.0506 -2.5410 0.2120 0.1 0.1 0.0 0.3582
H 3.2418 -1.5450 1.3863 0.0 0.0 0.1 0.4895
H 1.9482 -1.2146 -1.2328 -0.1 0.0 0.1 0.6870
H 3.6742 -1.0315 -1.3898 0.0 -0.1 -0.1 0.3282
H 2.9847 0.4311 0.9354 0.2 0.3 0.1 0.4683
H -0.1112 3.0855 1.9479 -0.1 -0.2 0.3 0.2577
H 0.7613 3.5671 -1.3882 0.2 0.2 -0.1 0.3972
H 3.5062 2.9140 1.2305 0.1 0.2 0.1 0.3611
C -1.9696 3.0121 -3.2766 0.1 0.0 0.2 -0.5289
O -2.6567 2.8801 -2.0375 0.0 0.0 -0.2 -0.5142
H -2.7099 3.0696 -4.0695 -0.1 0.0 0.0 0.2795
H -1.3671 3.9264 -3.2968 0.0 0.0 -0.1 0.2331
H -1.3244 2.1479 -3.4627 0.0 0.0 -0.1 0.2302
H -1.9890 2.8309 -1.3481 0.0 0.0 0.1 0.2946
```
Forces are in eV/Å.

The max |F| comes out at 1.5 eV Å⁻¹. Its lowest unoccupied orbital energy is 0.3 eV. The calculation puts the HOMO-LUMO gap at 8.84 eV. For the energy above the lowest of the compared OMol25 structures with the same formula, charge and spin, the calculation gives 0.00 kJ/mol. The calculation puts the HOMO energy at -8.5408 eV.